(1)
ORCA calculation (ωB97M-V/def2-TZVPD) on a single C8H14N3OP molecule.

The value obtained for the max |F| is 3.93 eV/Å. For the LUMO energy, the calculation gives -0.67 eV. The value obtained for the HOMO energy is -8.0 eV. The energy above the lowest of the compared OMol25 structures with the same formula, charge and spin comes out at 99.4 kcal/mol.

Geometry as ORCA input:
```
! wB97M-V def2-TZVPD RIJCOSX def2/J DEFGRID3
* xyz 0 1
C 3.69886 -1.15599 -0.49816
C 2.87223 -0.26721 -0.37488
C 0.83569 0.55525 -1.21331
C 1.89011 0.76183 -0.22390
C -1.14006 0.79132 -2.29782
C 2.97069 1.98529 1.52661
C -0.47048 -0.98831 1.13233
C -2.86784 -1.03535 0.63094
N -0.28085 1.13012 -1.18266
N 1.89674 1.75672 0.56674
N -1.64068 -0.25229 0.89225
O -2.77714 1.83455 0.00316
P -1.49804 1.46556 0.60059
H 4.42539 -1.84994 -0.80292
H 1.14459 0.08973 -2.18817
H -0.51367 0.50000 -3.08700
H -1.92576 0.15502 -2.02866
H -1.68987 1.72454 -2.44008
H 2.90960 1.20713 2.26837
H 3.89514 2.02326 1.08370
H 2.59956 2.75210 2.08868
H 0.36867 -0.44228 1.46652
H -0.45490 -1.66342 1.88004
H -0.13570 -1.38656 0.13663
H -2.75178 -1.96444 0.14358
H -3.12764 -1.26012 1.61875
H -3.56887 -0.31758 0.28812
*
```

Mulliken atomic charge list, values in e, 6 entries: number 1, C, carries 0.251; number 2, C, carries -0.377; number 3, C, carries -0.422; number 4, C, carries 0.266; number 5, C, carries -0.912; number 6, C, carries -1.086


(2)
ORCA calculation (ωB97M-V/def2-TZVPD) on 14 unconnected molecules or ions with the total composition C57H79N10O14.

The value obtained for the max |F| is 4.48 eV/Å. For the LUMO energy (spin up / spin down), the calculation gives 0.05 / -0.02 eV. The expectation value of S² is 0.750. The value obtained for the HOMO energy (spin up / spin down) is -1.4 / -7.6 eV.

Geometry as ORCA input:
```
! wB97M-V def2-TZVPD RIJCOSX def2/J DEFGRID3
* xyz 0 2
C -2.34108 2.56696 1.86570
C -0.96868 1.97139 1.50302
C -1.26091 0.69183 0.71366
N -0.10574 0.15312 -0.24087
C -0.81778 -1.14283 -0.88017
C 0.17271 -1.84007 -1.86812
C 0.47978 -0.84315 -2.99267
C 1.20642 0.44424 -2.52558
C 0.30425 1.13811 -1.34716
C 1.03761 -0.32896 0.59435
H -2.31153 3.39082 2.57879
H -2.98315 1.82639 2.34257
H -2.86544 2.99997 1.01386
H -0.55091 1.87233 2.50489
H -0.22177 2.63935 1.07400
H -2.18708 0.79834 0.14890
H -1.36046 -0.05768 1.49879
H -1.76031 -0.85311 -1.34474
H -1.05169 -1.82555 -0.06331
H -0.24433 -2.79185 -2.19718
H 1.06881 -2.03309 -1.27833
H -0.42739 -0.52793 -3.50819
H 1.07246 -1.36671 -3.74281
H 1.26843 1.17266 -3.33408
H 2.22080 0.14060 -2.26686
H -0.65098 1.62449 -1.54484
H 0.91866 1.93548 -0.92908
H 1.92265 -0.64383 0.04150
H 0.75346 -1.27296 1.05935
H 1.25509 0.47706 1.29516
C -0.71578 -5.41768 0.24431
O -1.10289 -4.29367 0.25061
N -1.40987 -6.47908 -0.11158
N 0.53440 -5.68332 0.48512
H -0.96444 -7.38440 -0.06580
H -2.35881 -6.43198 -0.45418
H 1.00024 -6.57638 0.55954
H 1.07216 -4.83728 0.36207
C -4.08608 -2.47582 1.05082
O -5.20110 -2.08928 1.39431
N -3.73192 -3.19782 -0.02416
N -3.00459 -2.43970 1.82534
H -4.46842 -3.12093 -0.71100
H -2.94631 -3.82172 -0.14110
H -2.25604 -2.93913 1.36672
H -2.96267 -1.98844 2.72795
C 6.58236 3.51786 -0.97179
C 5.51651 2.91035 -0.42661
C 4.25612 3.00601 -0.98093
C 4.04013 3.65589 -2.15645
C 5.11342 4.40097 -2.73364
C 6.39316 4.26403 -2.12788
O 7.45660 4.74681 -2.79025
O 3.29733 2.23065 -0.35502
H 7.55836 3.38752 -0.52812
H 5.59250 2.39331 0.51854
H 3.05687 3.74354 -2.59452
H 5.06381 4.99517 -3.63411
H 8.09426 5.24051 -2.26943
H 3.71896 1.72752 0.34546
C 0.19672 6.27551 2.94899
C 0.56226 6.00211 1.63509
C 1.42297 4.92954 1.37278
C 1.78627 4.06580 2.42298
C 1.46548 4.41819 3.79291
C 0.61931 5.51702 4.04548
O 0.29825 5.83165 5.32265
O 1.77624 4.72032 0.07382
H -0.36454 7.18282 3.11679
H 0.20643 6.60245 0.81084
H 2.39747 3.20261 2.20447
H 1.79397 3.77238 4.59379
H 0.13788 6.76300 5.49140
H 2.23240 3.87642 0.11020
C -7.24374 3.24244 -0.00387
C -6.31958 2.75810 0.89572
C -5.96563 1.40559 0.79899
C -6.71685 0.56371 -0.00227
C -7.71166 1.10359 -0.87071
C -7.95589 2.47809 -0.87159
O -8.92724 3.03752 -1.62476
O -5.01191 0.83185 1.53053
H -7.38726 4.30027 0.15986
H -5.89738 3.32799 1.71021
H -6.62236 -0.50540 0.11799
H -8.29662 0.43531 -1.48524
H -9.43052 3.77471 -1.27142
H -4.97652 -0.11554 1.37957
C 1.53019 -4.23227 4.19981
C 1.40439 -3.56375 2.97738
C 2.40122 -3.75014 1.99015
C 3.50180 -4.54660 2.22157
C 3.61540 -5.24090 3.46101
C 2.63813 -5.05652 4.43768
O 2.72951 -5.78048 5.64584
O 2.25804 -3.13063 0.77349
H 0.79049 -4.10716 4.97672
H 0.61173 -2.83202 2.92571
H 4.27996 -4.65178 1.48008
H 4.43652 -5.88172 3.74649
H 1.92474 -5.84528 6.16521
H 2.96872 -3.31059 0.15370
C 5.04729 -0.79724 -2.28517
C 4.43636 -1.79060 -1.52449
C 4.22499 -2.99617 -2.14021
C 4.63118 -3.20864 -3.51479
C 5.24905 -2.23898 -4.28187
C 5.45301 -0.99926 -3.57392
O 6.01770 0.02685 -4.22535
O 3.62684 -3.94157 -1.38986
H 5.27608 0.12331 -1.76879
H 4.10266 -1.65621 -0.50617
H 4.52336 -4.19399 -3.94357
H 5.60958 -2.43092 -5.28167
H 5.98270 -0.15586 -5.16715
H 3.36569 -4.67798 -1.94763
C -4.98517 -0.03614 4.79246
C -3.91566 -0.89834 4.54375
C -2.57095 -0.50647 4.41610
C -2.29442 0.84246 4.72095
C -3.36344 1.71315 4.95760
C -4.64209 1.26989 4.97672
O -5.69036 2.10624 5.33008
O -1.54754 -1.35851 4.08886
H -6.01120 -0.36885 4.84702
H -4.05062 -1.93363 4.26745
H -1.31128 1.27948 4.81498
H -3.14168 2.74796 5.17301
H -6.45214 1.82907 4.81584
H -0.73321 -1.19151 4.56905
C -0.24421 5.28210 -2.57072
C 0.85477 5.33915 -3.51326
N 1.70832 5.37301 -4.32133
H -1.15763 5.65795 -3.03173
H 0.10035 5.86011 -1.71325
H -0.40550 4.24918 -2.26222
C -0.11030 -5.74167 -3.79984
C 1.23194 -5.99360 -3.23512
N 2.26021 -6.20076 -2.76965
H -0.84109 -5.89319 -3.00543
H -0.51880 -6.51503 -4.45033
H -0.22281 -4.74466 -4.22574
C -2.67657 -0.86958 -6.04725
C -1.61675 -1.76826 -5.77126
N -0.80253 -2.53720 -5.51645
H -3.62596 -1.38296 -6.19954
H -2.35162 -0.35637 -6.95230
H -2.79023 -0.08863 -5.29538
C 5.79216 -1.80193 2.46013
C 4.83863 -0.70826 2.01123
N 4.12283 0.17433 1.68611
H 5.76135 -2.73022 1.88966
H 5.69371 -2.06982 3.51210
H 6.81802 -1.48456 2.27312
C -4.31116 2.39732 -4.36111
C -3.57615 1.80845 -3.21689
N -2.98332 1.37838 -2.29947
H -4.53303 1.62310 -5.09558
H -3.82963 3.29047 -4.75923
H -5.29069 2.66848 -3.96732
*
```

Mulliken atomic charge list, values in e, 6 entries: number 1, C, carries -1.179; number 2, C, carries 0.693; number 3, C, carries -0.040; number 4, N, carries 0.862; number 5, C, carries -0.024; number 6, C, carries 0.626


(3)
ORCA calculation (ωB97M-V/def2-TZVPD) on a molecular structure, C20H26NW.

The value obtained for the max |F| is 4.03 eV/Å. For the LUMO energy (spin up / spin down), the calculation gives -3.52 / -4.39 eV. The expectation value of S² is 2.017. The value obtained for the HOMO energy (spin up / spin down) is -11.1 / -12.1 eV.

Geometry as ORCA input:
```
! wB97M-V def2-TZVPD RIJCOSX def2/J DEFGRID3
* xyz 1 3
C 2.18024 -0.38598 -2.59811
C 1.92611 -1.90455 -2.77532
C 1.94985 0.40013 -3.90815
C 3.66067 -0.20786 -2.18646
H 2.80549 0.23146 -4.58311
H 1.88625 1.48268 -3.74191
H 1.04213 0.10106 -4.43902
H 2.85818 -2.37260 -3.13366
H 1.12739 -2.15537 -3.48252
H 1.67459 -2.38399 -1.81836
H 4.27757 -0.55790 -3.02809
H 3.94131 -0.79625 -1.30589
H 3.95639 0.82528 -1.98922
C -1.70396 -0.20588 -0.43738
C -1.43336 0.54119 -1.65313
C -0.87417 -0.37568 -2.61260
H -1.74241 1.55008 -1.90097
C -0.86198 -1.69132 -1.98467
C -1.39955 -1.56164 -0.68623
H -1.60173 -2.37918 -0.00835
H -2.16006 0.20170 0.45744
H -0.70640 -0.13651 -3.65713
H -0.65359 -2.65112 -2.46086
C 1.49799 1.19850 0.99636
C 0.21689 1.70577 0.63138
C 0.35710 2.39048 -0.62482
H -0.67107 1.63636 1.25440
C 1.72588 2.24760 -1.06740
C 2.42517 1.52869 -0.02240
H 3.49085 1.34420 0.02634
H 1.74037 0.68074 1.91557
H -0.40383 2.98641 -1.12214
H 2.10645 2.69337 -1.98728
W 0.75848 0.26957 -1.19556
C -2.84957 -1.03093 6.21383
C -2.12875 -0.87477 4.90864
C -2.55958 -1.58521 3.79169
C -1.85129 -1.44945 2.59238
N -0.79735 -0.63653 2.45272
C -0.38642 0.05155 3.52690
C -1.02189 -0.03579 4.77334
H -3.89558 -0.70682 6.13117
H -2.86039 -2.08020 6.53394
H -2.36221 -0.43928 6.99308
H -3.42791 -2.24077 3.81791
H -2.17618 -2.02052 1.72387
H 0.48120 0.70453 3.41755
H -0.64083 0.55774 5.59985
*
```

Mulliken atomic charge list, values in e, 6 entries: number 1, C, carries 1.641; number 2, C, carries -1.731; number 3, C, carries -1.373; number 4, C, carries -1.898; number 5, H, carries 0.469; number 6, H, carries 0.144


- What is the formula in the third record?
  C20H26NW


- Among the records above, which one has the highest max |F|?
  C57H79N10O14